(1)
This record from OMol25 describes 2 unconnected molecules or ions with the total composition C5H15NOS at a distorted geometry. The level of theory is wB97M-V/def2-TZVPD.

The geometry in XYZ format:
```
23
Properties=species:S:1:pos:R:3:forces:R:3
S 0.113 3.204 -0.761 -0.114 -0.195 -0.126
O 1.200 -1.497 0.238 -0.056 1.094 0.271
N -0.043 0.031 1.773 -0.131 0.182 -0.010
C 0.254 1.364 1.246 -0.085 -0.035 0.055
C 0.696 -2.766 0.017 -0.635 -0.593 0.106
C -0.381 -2.836 -1.070 -0.139 0.486 0.028
C -1.684 -2.161 -0.627 0.448 0.093 0.047
C -0.225 1.502 -0.186 -0.283 0.123 -0.264
H -2.488 -2.294 -1.349 -0.055 -0.004 0.014
H 0.126 2.890 -2.070 0.008 0.119 0.206
H -0.998 -0.285 1.652 -0.038 0.338 0.418
H 0.031 -2.344 -1.957 -0.142 -0.060 -0.078
H 0.227 -3.179 0.931 0.236 -0.082 0.039
H -0.212 2.129 1.874 0.177 0.185 -0.105
H -0.613 -3.870 -1.331 0.210 -0.134 0.034
H -1.533 -1.088 -0.481 -0.034 -0.033 -0.077
H 0.285 0.825 -0.866 0.142 -0.194 0.243
H 1.515 -3.434 -0.271 0.056 0.022 0.114
H 0.633 -0.871 0.917 0.956 -1.578 -1.249
H 1.338 1.486 1.240 -0.025 0.087 0.232
H 0.333 -0.134 2.695 -0.331 0.076 0.143
H -1.295 1.285 -0.246 0.012 0.140 0.001
H -1.988 -2.582 0.336 -0.176 -0.037 -0.042
```
Forces are in eV/Å.

Output
- HOMO level (eV) = -8.97
- orbital gap (eV) = 9.75
- multiplicity = 1
- net charge = 0
- energy above the lowest of the compared OMol25 structures with the same formula, charge and spin (kJ/mol) = 79.35


(2)
This record from OMol25 describes 2 unconnected molecules or ions with the total composition C4H3FO at a distorted geometry. The level of theory is wB97M-V/def2-TZVPD.

The geometry in XYZ format:
```
9
Properties=species:S:1:pos:R:3:forces:R:3
F -1.457 1.559 0.113 -0.298 0.641 0.020
O -3.478 -1.003 0.303 0.973 -0.149 -0.267
C -1.332 0.222 0.127 -0.271 -0.563 -0.110
C -2.421 -0.520 0.170 -1.162 0.622 0.423
C 1.862 -0.438 0.045 0.347 0.029 -0.110
C 2.510 0.442 -0.422 1.639 1.087 -0.588
H -0.341 -0.125 0.018 0.447 -0.427 -0.106
H 3.278 1.129 -0.797 -1.089 -0.482 0.302
H 1.379 -1.267 0.443 -0.584 -0.758 0.436
```
Forces are in eV/Å.

Output
- HOMO level (eV) = -9.16
- orbital gap (eV) = 9.18
- multiplicity = 1
- net charge = 0
- energy above the lowest of the compared OMol25 structures with the same formula, charge and spin (kJ/mol) = 317.41


(3)
This record from OMol25 describes 2 unconnected molecules or ions with the total composition C4H9NO3 at a distorted geometry. The level of theory is wB97M-V/def2-TZVPD.

The geometry in XYZ format:
```
17
Properties=species:S:1:pos:R:3:forces:R:3
O -0.608 1.399 -1.418 0.622 0.399 0.318
O 0.090 0.001 1.921 -0.016 -0.196 -0.073
O -2.174 0.197 -2.487 1.120 0.116 0.245
N -1.186 -0.688 -0.615 0.393 0.427 0.133
C 2.077 0.589 0.615 0.339 -0.135 -0.071
C 1.867 -1.490 2.024 -0.277 0.155 -0.009
C 1.381 -0.350 1.550 0.262 0.044 0.375
C -1.211 0.379 -1.485 -2.210 -0.859 -0.573
H 1.724 0.423 -0.405 -0.018 0.143 0.047
H -0.918 -0.422 0.325 0.388 -0.209 0.077
H -2.232 -0.748 -2.654 -0.266 -0.110 -0.132
H -1.939 -1.353 -0.636 -0.109 0.144 -0.145
H 3.151 0.407 0.654 -0.052 -0.101 -0.099
H 1.235 -2.089 2.667 0.121 -0.047 0.046
H 1.940 1.647 0.849 -0.253 -0.086 0.111
H 0.036 0.954 2.003 -0.019 0.295 -0.106
H 2.862 -1.835 1.791 -0.024 0.019 -0.143
```
Forces are in eV/Å.

Output
- HOMO level (eV) = -9.23
- orbital gap (eV) = 9.79
- multiplicity = 1
- net charge = 0
- energy above the lowest of the compared OMol25 structures with the same formula, charge and spin (kJ/mol) = 97.49


(4)
This record from OMol25 describes 2 unconnected molecules or ions with the total composition C6H12N2S at a distorted geometry. The level of theory is wB97M-V/def2-TZVPD.

The geometry in XYZ format:
```
21
Properties=species:S:1:pos:R:3:forces:R:3
S -0.822 4.070 0.244 0.270 0.427 0.133
N 0.958 -1.980 0.712 1.155 1.112 0.272
N -1.226 -1.994 0.752 -0.539 0.177 0.276
C 1.094 2.116 0.905 -1.278 -0.656 -0.738
C -1.756 -2.433 -1.643 -0.730 0.134 -0.102
C -0.152 -1.825 1.470 -0.175 0.082 -0.124
C 0.560 -2.134 -0.597 -0.071 0.148 0.203
C 0.841 3.386 0.089 0.849 -0.119 -0.217
C -0.803 -2.172 -0.535 0.173 -0.446 -0.678
H -1.426 3.008 -0.266 -0.286 -0.316 -0.157
H 1.552 4.176 0.319 -0.143 0.212 0.494
H -2.489 -1.625 -1.724 0.131 0.034 0.008
H -1.279 -2.547 -2.615 0.184 0.010 0.074
H -0.136 -1.476 2.494 0.110 -0.406 -0.012
H 1.859 -1.592 0.974 -0.238 -0.410 -0.012
H -2.353 -3.329 -1.452 0.171 -0.057 0.041
H 1.532 1.323 0.291 0.854 0.385 0.222
H 1.550 2.269 1.870 0.385 -0.003 0.115
H 1.098 3.206 -0.950 -0.440 -0.181 -0.288
H 1.270 -2.086 -1.409 -0.155 -0.327 0.061
H 0.129 1.636 1.072 -0.227 0.202 0.430
```
Forces are in eV/Å.

Output
- HOMO level (eV) = -8.72
- orbital gap (eV) = 9.42
- multiplicity = 1
- net charge = 0
- energy above the lowest of the compared OMol25 structures with the same formula, charge and spin (kJ/mol) = 46.23


(5)
This record from OMol25 describes a gas-phase ion, C3H9N2S (charge -1) at a distorted geometry. The level of theory is wB97M-V/def2-TZVPD.

The geometry in XYZ format:
```
15
Properties=species:S:1:pos:R:3:forces:R:3
S -1.028 1.194 -2.148 -0.063 0.599 0.492
N -0.330 -0.364 0.311 -0.379 1.556 -0.571
N 0.732 -2.491 0.548 -1.815 -2.071 -4.107
C -0.884 1.993 -0.440 -1.533 0.776 -1.978
C 0.809 -1.170 -0.062 0.231 -0.036 2.299
C -0.078 1.134 0.420 4.638 -1.981 2.409
H -0.475 3.002 -0.580 0.353 -0.351 0.203
H -0.169 -2.917 0.103 2.201 0.698 1.451
H 0.746 -1.414 -1.104 0.714 0.467 -0.856
H 1.742 -0.672 0.296 -0.468 -0.354 -0.741
H 1.136 1.355 0.169 -2.998 -0.643 0.334
H -0.931 -0.461 -0.518 -0.216 0.529 0.300
H -1.895 2.204 -0.067 0.019 -0.461 0.152
H 0.699 -2.651 1.502 -0.229 0.584 2.170
H -0.075 1.257 1.568 -0.454 0.688 -1.558
```
Forces are in eV/Å.

Output
- HOMO level (eV) = -2.64
- orbital gap (eV) = 6.85
- multiplicity = 1
- net charge = -1
- energy above the lowest of the compared OMol25 structures with the same formula, charge and spin (kJ/mol) = 155.10


(6)
This record from OMol25 describes 13 unconnected molecules or ions with the total composition C17H60N3O14P3S at a distorted geometry. The level of theory is wB97M-V/def2-TZVPD.

The geometry in XYZ format:
```
98
Properties=species:S:1:pos:R:3:forces:R:3
S 3.282 0.155 3.114 0.659 -0.820 -0.201
P -0.676 -0.632 2.796 0.024 -0.841 0.850
P -1.883 -1.245 1.071 0.579 1.286 -2.634
P -2.038 0.607 4.038 -0.322 1.336 1.362
O 7.752 -3.154 -0.990 -0.096 -0.046 0.058
O -3.657 0.267 3.644 0.572 0.203 -0.481
O -4.959 -3.240 3.697 0.058 -0.022 -0.024
O 0.238 4.531 1.455 -0.087 -0.261 0.052
O -6.074 3.781 -2.025 -0.023 -0.067 -0.087
O 5.093 -1.357 -0.387 -0.057 -0.159 -0.182
O -7.413 -2.553 -4.875 -0.073 -0.061 0.019
O 10.966 -3.836 -3.957 -0.004 0.005 0.002
O 7.728 -5.489 3.241 -0.114 -0.001 0.001
O 1.374 8.509 2.165 0.049 0.214 0.016
O -6.023 1.750 0.683 0.003 0.157 -0.140
O -4.192 0.528 -6.753 -0.028 -0.065 0.007
O -9.099 -1.386 -0.903 0.058 0.042 0.211
O 4.708 -2.321 2.700 -0.083 -0.056 0.220
N 5.262 -2.721 4.843 0.091 -0.613 -3.254
N 4.565 -1.557 4.764 -1.224 1.317 -1.037
N -1.422 -0.541 -0.287 0.234 -0.039 0.742
C -6.141 0.485 0.036 0.082 -0.072 0.426
C 1.176 9.766 2.805 0.091 -0.006 -0.297
C 4.218 -1.317 3.507 0.389 -0.911 1.939
C 8.668 -3.351 -2.066 -0.328 0.119 0.072
C 0.049 5.796 2.090 0.125 -0.176 -0.390
C 11.071 -4.678 -5.099 0.253 0.143 0.148
C -8.161 -1.560 -1.964 -0.464 0.026 -0.025
C -1.827 2.417 3.534 -0.283 0.025 -0.676
C 5.322 -3.163 3.583 0.534 -0.251 2.432
C -4.383 1.771 -6.085 0.058 -0.041 -0.287
C 6.121 -0.444 -0.018 0.044 -0.208 0.280
C -7.197 -1.652 -5.957 0.292 -0.179 0.126
C 0.683 0.545 2.273 -0.105 0.679 -0.506
C 7.793 -6.275 2.054 0.295 0.140 0.065
C -5.069 4.703 -1.630 -0.116 -0.328 0.143
C -6.271 -2.696 3.770 0.302 0.134 0.102
C 2.016 -0.169 1.817 -0.405 0.348 -0.909
H -4.366 -2.608 4.120 -0.009 -0.090 -0.083
H 8.202 -5.679 1.235 -0.070 -0.127 -0.127
H 0.344 10.297 2.336 0.009 0.133 0.140
H 7.084 -0.959 -0.012 0.091 0.195 0.053
H -9.934 -1.120 -1.301 0.077 -0.037 0.095
H -6.416 0.645 -1.005 0.004 0.082 0.071
H -6.626 -3.104 -4.801 -0.107 0.045 0.037
H -4.096 4.205 -1.605 0.098 0.176 0.056
H -2.142 3.078 4.374 0.207 -0.660 -0.416
H -8.075 -1.016 -6.062 -0.013 -0.094 0.085
H -8.512 -2.334 -2.645 0.220 0.069 -0.125
H -5.215 2.316 -6.540 0.008 0.137 0.150
H -5.184 -0.042 0.078 -0.049 -0.111 -0.158
H -4.614 1.573 -5.040 0.020 -0.063 -0.067
H 8.800 -2.417 -2.617 0.159 -0.110 -0.123
H -0.781 6.327 1.617 0.005 0.146 0.152
H -6.559 -2.554 4.815 -0.192 0.047 -0.051
H -5.780 1.580 1.599 0.033 0.106 -0.110
H -6.307 -1.738 3.242 -0.201 0.012 0.011
H -4.241 0.652 4.320 0.470 -0.275 -0.143
H -1.789 -2.659 0.846 -0.413 0.375 0.922
H 2.354 0.369 0.895 -0.119 -0.616 0.777
H 6.787 -6.599 1.795 0.018 0.049 0.087
H 0.314 1.279 1.506 0.453 -0.714 0.539
H 6.151 0.367 -0.745 -0.120 -0.080 -0.017
H -5.303 5.109 -0.642 0.163 0.120 -0.003
H -2.461 2.678 2.650 0.557 -0.254 0.525
H 6.912 -2.878 -1.376 0.029 0.019 0.152
H -0.630 0.077 -0.112 -0.247 -0.077 -0.313
H -6.916 -0.109 0.526 -0.019 -0.132 -0.211
H 8.626 -5.214 3.450 -0.155 0.057 0.074
H -6.083 3.072 -1.370 -0.046 0.122 0.031
H 1.578 8.689 1.240 -0.006 -0.073 0.094
H 1.895 -1.238 1.534 0.134 0.674 0.502
H 11.693 -5.546 -4.867 -0.049 -0.083 -0.179
H 5.912 -0.033 0.973 0.130 0.149 -0.024
H 10.073 -5.015 -5.375 0.014 0.066 0.084
H 0.944 9.588 3.853 0.023 -0.088 -0.069
H -7.204 -1.860 -1.539 -0.079 0.015 0.068
H -3.249 -0.917 1.299 0.253 -0.702 0.557
H 9.625 -3.663 -1.655 -0.086 0.010 0.017
H -3.990 0.727 -7.673 -0.011 -0.108 0.093
H 0.926 1.168 3.173 -0.435 -0.595 -0.578
H 0.957 6.388 2.015 -0.128 0.066 0.168
H 0.442 4.704 0.531 -0.017 -0.089 0.100
H -0.184 5.627 3.141 0.009 -0.088 -0.062
H -6.962 -3.391 3.298 0.097 -0.007 0.000
H 8.422 -7.153 2.224 -0.071 -0.078 -0.150
H 2.086 10.367 2.734 -0.082 0.133 0.126
H 11.507 -4.123 -5.933 -0.041 -0.155 -0.125
H -3.471 2.371 -6.145 -0.076 0.128 0.130
H -6.323 -1.030 -5.754 -0.033 0.104 -0.223
H -0.769 2.665 3.288 -0.747 -0.226 0.162
H 11.857 -3.550 -3.730 -0.132 0.018 0.030
H 8.292 -4.128 -2.736 0.202 0.009 -0.112
H 5.838 -4.137 3.353 -0.739 1.405 -0.455
H -7.046 -2.214 -6.882 -0.003 0.188 -0.114
H 5.090 -2.061 0.273 -0.068 0.107 -0.020
H -8.037 -0.617 -2.503 0.166 -0.114 -0.162
H -5.039 5.515 -2.355 -0.066 -0.069 -0.012
```
Forces are in eV/Å.

Output
- HOMO level (eV) = -8.10
- orbital gap (eV) = 8.25
- multiplicity = 1
- net charge = 0
- energy above the lowest of the compared OMol25 structures with the same formula, charge and spin (kJ/mol) = 140.96


Question: Which formula does entry 3 have?
Answer: C4H9NO3